Formula: CH6NOPS
Source: the Open Molecules 2025 dataset
Level of theory: ωB97M-V with the def2-TZVPD basis set

Geometry as XYZ:
```
11
Properties=species:S:1:pos:R:3
C 0.578 1.294 -0.320
N 0.183 -0.937 1.235
O -0.029 -1.373 -1.245
P -0.471 -0.247 -0.185
S -2.476 0.046 0.008
H -0.087 2.104 -0.363
H 0.954 1.170 0.794
H 1.390 1.185 -1.011
H 0.214 -0.160 1.919
H -0.436 -1.689 1.344
H 0.178 -1.393 -2.176
```

For the calculated total energy, the calculation gives -911.27087 a.u. The charge is 0. The orbital gap is 0.3277 Ha. As for the HOMO energy: -8.46 eV. The value obtained for the energy above the lowest of the compared OMol25 structures with the same formula, charge and spin is 58.0 kJ/mol. For the lowest unoccupied orbital energy, the calculation gives 0.458 eV.

These are the natural (NBO) partial charges, in e, on atoms 1 to 4: -0.951, -1.149, -1.025, 1.702